No. 1
Molecular formula: C36H54N5O2P2Sn
Method: DFT, wB97M-V/def2-TZVPD

LUMO level (hartree): -0.096
Gap between HOMO and LUMO (eV): 5.4510
Net charge: +1

Geometry as XYZ:
```
100
Properties=species:S:1:pos:R:3:lowdin_charge:R:1
C 2.26759 -1.78982 -1.25705 -0.372
C 2.40907 0.37216 -2.06238 -0.407
C 3.19670 -2.18070 -2.22637 -0.077
C 3.01521 -0.04621 -3.27553 -0.048
C 3.53439 -1.32991 -3.28463 -0.066
H 3.49018 -3.22207 -2.19631 0.101
H 3.29817 0.75522 -3.96259 0.114
H 4.24549 -1.66843 -4.03666 0.110
N 1.83339 -0.53140 -1.19169 -0.022
P 0.07664 -2.59278 0.53422 1.004
P 1.49833 2.41425 -0.31528 0.993
C 1.73890 -2.86006 -0.30245 -0.256
H 1.62954 -3.78627 -0.90036 0.081
H 2.49557 -3.06024 0.48543 0.094
C 2.25870 1.76064 -1.85700 -0.325
H 2.20097 2.39221 -2.75725 0.060
C 0.01798 3.83791 -0.46073 -0.616
C 3.20982 3.10470 0.12827 -0.685
C -1.13030 -3.40073 -0.71777 -0.674
C 0.20347 -3.53146 2.18648 -0.676
C -1.34836 3.48004 0.15027 -0.135
H -1.32523 3.22472 1.21809 0.075
H -2.00747 4.36513 0.07361 0.094
H -1.84882 2.67455 -0.39556 0.032
C 0.46430 5.10897 0.27182 -0.108
H 0.59273 4.93453 1.35145 0.080
H 1.37831 5.55658 -0.13042 0.062
H -0.32095 5.87829 0.18612 0.090
C -0.18036 4.01741 -1.96882 -0.109
H -0.99675 4.72577 -2.17136 0.090
H 0.72859 4.39508 -2.45026 0.080
H -0.46098 3.06522 -2.43923 0.049
C 3.17769 3.73530 1.52539 -0.099
H 2.87253 3.02348 2.30609 0.058
H 4.20995 4.04421 1.72489 0.087
H 2.55083 4.63387 1.58458 0.052
C 4.18045 1.89456 0.15537 -0.089
H 3.78766 1.08777 0.79228 0.052
H 4.35599 1.47733 -0.84386 0.073
H 5.14999 2.21217 0.56904 0.093
C 3.55288 4.12380 -0.97563 -0.093
H 3.18986 3.85102 -1.96866 0.049
H 3.16963 5.12590 -0.77335 0.065
H 4.64068 4.15310 -1.06324 0.087
C -1.19037 -3.53112 2.83504 -0.089
H -1.09826 -3.89506 3.86916 0.095
H -1.62813 -2.52417 2.86727 0.063
H -1.88682 -4.20575 2.31859 0.074
C 1.19440 -2.75556 3.07362 -0.093
H 2.21440 -2.78429 2.66830 0.086
H 0.90888 -1.70407 3.21569 0.034
H 1.22312 -3.23065 4.06633 0.097
C 0.70525 -4.97679 2.04914 -0.082
H 0.85516 -5.37716 3.06392 0.096
H -0.01932 -5.63289 1.55562 0.061
H 1.66411 -5.04431 1.52060 0.084
C -0.76706 -2.94188 -2.13940 -0.080
H -1.54315 -3.30638 -2.82975 0.100
H -0.74361 -1.85100 -2.21877 0.053
H 0.19063 -3.35955 -2.47346 0.086
C -2.52941 -2.89900 -0.34758 -0.106
H -2.59792 -1.81073 -0.40800 0.023
H -3.24609 -3.32150 -1.06338 0.097
H -2.82650 -3.20873 0.66048 0.066
C -1.09434 -4.93272 -0.68180 -0.088
H -0.08001 -5.33550 -0.80777 0.084
H -1.54336 -5.34021 0.23205 0.071
H -1.69720 -5.29829 -1.52858 0.096
Sn 0.05491 0.07658 0.44878 1.073
C 1.93440 0.46687 2.47561 -0.131
O 2.71202 0.80028 3.23802 0.095
N -1.91012 0.15875 -1.07633 0.049
C -2.47862 0.17699 -2.08162 -0.073
C -2.59505 0.65164 -3.47557 -0.196
C -3.85648 0.77929 -4.08160 -0.035
C -1.44078 1.06259 -4.22660 -0.020
C -3.94004 0.94239 -5.47478 -0.062
H -4.75639 0.66192 -3.46071 0.122
C -1.54319 1.28383 -5.61119 -0.059
H -0.42544 1.18027 -3.75479 0.119
C -2.79230 1.16694 -6.23047 -0.066
H -4.89455 0.81378 -5.99062 0.115
H -0.60659 1.51554 -6.16600 0.126
H -2.82055 1.27127 -7.30689 0.111
C -0.90352 -0.63379 5.98684 0.006
N -1.63997 -0.26999 4.78255 -0.042
C -2.98798 -0.46210 4.75237 -0.014
C -3.68122 -0.05205 3.65400 -0.001
C -2.94867 0.49119 2.58211 -0.366
N -1.60711 0.42994 2.51125 0.072
C -0.93351 0.19493 3.67392 -0.467
O 0.31611 0.37000 3.79186 -0.080
N -3.62662 1.04726 1.55693 0.186
H -1.64748 -0.86130 6.75642 0.094
H -0.26508 0.19411 6.31123 0.108
H -0.28432 -1.52519 5.81219 0.099
H -3.41263 -0.88975 5.66202 0.142
H -4.76175 -0.07744 3.61013 0.118
H -4.57560 1.33249 1.74973 0.120
H -3.14927 1.54420 0.82492 0.063
```


No. 2
Molecular formula: C36H54NO7Sr
Method: DFT, wB97M-V/def2-TZVPD

LUMO level (spin up / spin down) (hartree): 0.009 / 0.008
Multiplicity: 2
Gap between HOMO and LUMO (spin up / spin down) (eV): 3.4626 / 7.8888

Geometry as XYZ:
```
99
Properties=species:S:1:pos:R:3:lowdin_spin:R:1
Sr 0.67679 -2.59536 3.32868 0.529
C -0.13104 0.30601 -0.37769 0.001
C 1.13858 0.07478 0.47314 0.002
C 1.56421 1.45859 0.99019 0.001
O 0.96227 -0.84629 1.51127 0.025
H -0.98838 0.67876 0.18277 0.000
H -0.49055 -0.67134 -0.69965 0.000
H 0.02929 0.87045 -1.29627 0.000
H 1.87955 -0.27669 -0.24487 0.000
H 2.54913 1.39608 1.45293 0.000
H 0.84368 1.92675 1.66084 0.000
H 1.64893 2.22889 0.22368 0.000
C 5.01494 0.16298 1.38070 0.003
N 5.70934 -1.04124 0.95607 0.003
O 6.60702 -1.41271 1.72133 0.005
O 5.37270 -1.52720 -0.11685 0.003
H 4.49449 0.60839 0.53285 0.000
H 5.60010 0.89869 1.93246 0.000
H 4.26559 -0.22788 2.06902 0.003
C 2.85679 0.24585 4.66773 0.023
O 1.58240 -0.24745 4.40537 0.051
C 0.52639 0.56142 4.95576 0.012
C -0.82250 0.38570 4.16787 0.005
O -1.27404 -1.00220 4.08175 0.031
C -2.64042 -1.12458 4.29708 0.009
H 3.13793 0.17774 5.71865 0.005
H 3.04859 1.27240 4.35552 0.001
H 3.56869 -0.31850 4.06542 0.012
H 0.83741 1.60514 4.91070 0.001
H 0.37047 0.26802 5.99389 0.007
H -0.74344 0.74849 3.14306 0.001
H -1.57201 1.05475 4.59063 0.000
H -3.21156 -0.31511 3.84252 0.000
H -2.83793 -1.04544 5.36612 0.003
H -2.91747 -2.12122 3.95349 0.002
C -2.26499 -2.61973 1.23784 0.003
O -1.48975 -3.38554 2.25061 0.014
C -2.06048 -4.66809 2.39116 0.007
C -1.32654 -5.36977 3.56032 0.024
O 0.05873 -5.10516 3.43000 0.052
C 0.84376 -6.07110 4.15130 0.070
H -3.33707 -2.72817 1.40208 0.000
H -2.21890 -3.00393 0.21883 0.001
H -1.97451 -1.57294 1.14870 0.001
H -1.93211 -5.19500 1.44566 0.002
H -3.13407 -4.68018 2.57923 0.001
H -1.53258 -6.43443 3.45010 0.002
H -1.58556 -5.00405 4.55393 0.018
H 0.53939 -6.22281 5.18688 0.013
H 1.82159 -5.59688 4.23529 0.049
H 0.97383 -7.05083 3.69160 0.004
C -0.37591 4.03488 -3.42934 0.000
C -0.28532 2.73938 -4.00194 0.000
C -0.91020 2.52579 -5.24132 0.000
C -1.47483 3.59488 -5.93138 0.000
C -1.51796 4.87047 -5.33925 0.000
C -0.96790 5.09325 -4.08164 0.000
H 0.11479 4.20112 -2.48172 0.000
H 0.24124 1.95917 -3.47241 0.000
H -0.79895 1.54920 -5.68887 0.000
H -1.88385 3.45260 -6.92074 0.000
H -2.13427 5.61419 -5.82242 0.000
H -1.17078 6.00601 -3.54118 0.000
C 3.27516 -4.45492 -3.31389 0.000
C 2.17087 -4.36847 -4.07241 0.000
C 1.30742 -3.27489 -3.93602 0.000
C 1.75790 -2.22313 -3.10987 0.000
C 2.86935 -2.37598 -2.31067 0.001
C 3.69257 -3.47953 -2.41318 0.001
H 3.88794 -5.33927 -3.40782 0.000
H 1.95842 -5.25762 -4.64746 0.000
H 0.35561 -3.28281 -4.44632 0.000
H 1.13485 -1.34226 -3.06233 0.000
H 3.15660 -1.63680 -1.57753 0.000
H 4.50900 -3.61249 -1.71880 0.000
C -5.19969 -0.96896 -2.74160 0.000
C -5.42991 -0.31137 -3.97036 0.000
C -4.35002 0.04465 -4.79328 0.000
C -3.07061 -0.25874 -4.46936 0.000
C -2.86860 -0.89635 -3.24779 0.000
C -3.88184 -1.30855 -2.43482 0.000
H -6.05080 -1.19970 -2.11808 0.000
H -6.42876 0.01211 -4.22344 0.000
H -4.53009 0.58666 -5.70990 0.000
H -2.16369 -0.08374 -5.02907 0.000
H -1.85567 -1.07184 -2.91680 0.000
H -3.66111 -1.82548 -1.51262 0.000
C -0.46154 7.23198 -0.39945 0.000
C 0.52271 7.59460 0.50439 0.000
C 1.22656 6.57511 1.23610 0.000
C 0.80644 5.25500 1.10252 0.000
C -0.15180 4.89746 0.16587 0.000
C -0.82754 5.87957 -0.53958 0.000
H -0.82949 8.06526 -0.97968 0.000
H 0.94047 8.58747 0.58227 0.000
H 2.09559 6.78490 1.84204 0.000
H 1.26995 4.43858 1.63637 0.000
H -0.35109 3.84862 0.00276 0.000
H -1.69790 5.68194 -1.14771 0.000
```


For the records above, the corresponding molar mass values read 769.52, 700.45 g mol⁻¹.